20
Properties=species:S:1:pos:R:3:lowdin_charge:R:1 method="wB97M-V/def2-TZVPD" e_lumo_ev=0.988 largest_force_ev_per_a=2.23 smiles="C[C@H](CC=O)NCN" e_homo_ev=-8.8584 relative_energy_kj_mol=204.4 molar_mass_g_mol=116.2 gap_ha=0.3618
O 0.221 -3.450 1.220 0.058
N -0.479 3.116 -1.063 -0.009
N -0.329 0.688 -0.743 -0.034
C -0.202 -0.318 0.331 -0.378
C -0.633 -2.725 0.790 -0.280
C 1.141 -0.371 1.145 -0.032
C -0.408 -1.709 -0.316 -0.145
C 0.349 2.001 -0.606 -0.291
H 1.730 -1.147 0.665 0.074
H 0.475 -1.998 -0.884 0.120
H -1.048 -0.229 1.019 0.127
H -0.120 0.270 -1.631 0.088
H 1.703 0.543 1.078 0.053
H -1.646 -2.755 1.227 0.125
H -1.356 3.149 -0.585 0.050
H 0.524 2.218 0.436 0.105
H 0.882 -0.613 2.169 0.080
H -0.675 3.108 -2.058 0.058
H 1.195 1.990 -1.288 0.112
H -1.326 -1.768 -0.906 0.118

---

20
Properties=species:S:1:pos:R:3:lowdin_charge:R:1 method="wB97M-V/def2-TZVPD" e_lumo_ev=-2.980 largest_force_ev_per_a=3.52 e_homo_ev=-8.0313 relative_energy_kj_mol=718.9 molar_mass_g_mol=116.2 gap_ha=0.1856
O -1.422 -0.735 1.346 -0.009
N -1.217 -0.211 -0.917 0.004
N 1.512 0.867 -1.226 0.053
C -0.619 -0.317 0.426 -0.566
C 1.829 1.010 0.115 -0.369
C -2.548 0.396 -0.884 -0.094
C 0.705 -1.170 0.412 -0.103
C 1.938 -0.361 0.810 -0.187
H 1.693 1.716 -1.768 0.049
H -2.518 1.389 -0.426 0.091
H -3.031 0.310 -1.854 0.079
H 2.753 1.541 0.388 0.126
H -0.532 0.389 -1.403 0.081
H 2.054 -0.321 1.896 0.114
H 1.051 1.638 0.673 0.146
H 2.787 -0.922 0.420 0.113
H 0.839 -1.360 -0.656 0.103
H -3.128 -0.275 -0.241 0.078
H -0.331 0.759 0.752 0.174
H 0.504 -2.040 1.027 0.118

---

20
Properties=species:S:1:pos:R:3:lowdin_charge:R:1 method="wB97M-V/def2-TZVPD" e_lumo_ev=0.902 largest_force_ev_per_a=1.72 smiles="C[C@H](CC=O)NCN" e_homo_ev=-9.2089 relative_energy_kj_mol=195.7 molar_mass_g_mol=116.2 gap_ha=0.3716
O 0.569 3.495 -0.177 0.051
N -0.277 -2.986 -0.685 0.004
N -0.858 -0.605 -0.569 -0.037
C 0.150 0.203 0.103 -0.395
C -0.358 0.907 1.384 -0.042
C 1.241 2.499 -0.266 -0.301
C 0.774 1.220 -0.938 -0.103
C -0.989 -1.930 0.029 -0.324
H -0.693 0.114 2.044 0.071
H 2.269 2.430 0.149 0.124
H 0.023 1.586 -1.641 0.117
H -0.703 -1.960 1.082 0.104
H 0.625 -3.198 -0.259 0.058
H -1.024 1.704 1.065 0.085
H -2.030 -2.273 0.046 0.108
H 0.983 -0.473 0.317 0.132
H 1.623 0.754 -1.433 0.108
H -1.746 -0.120 -0.523 0.110
H 0.475 1.386 1.901 0.077
H -0.055 -2.752 -1.628 0.051

---

20
Properties=species:S:1:pos:R:3:lowdin_charge:R:1 method="wB97M-V/def2-TZVPD" e_lumo_ev=-4.047 largest_force_ev_per_a=1.45 e_homo_ev=-7.6855 relative_energy_kj_mol=733.7 molar_mass_g_mol=116.2 gap_ha=0.1337
O -0.630 0.744 -1.887 -0.033
N 0.764 -1.032 -2.387 0.063
N 0.066 -0.035 1.863 0.171
C -2.254 0.605 1.626 -0.040
C -0.776 0.883 1.233 -0.347
C 0.939 -1.299 -1.007 -0.319
C 2.139 -0.502 -0.451 -0.075
C 0.062 0.074 -2.673 -0.395
H 0.071 -1.048 -0.410 0.070
H -2.904 1.238 1.034 0.082
H -2.430 0.819 2.681 0.073
H 2.119 -0.603 0.642 0.056
H 3.072 -0.885 -0.857 0.070
H -0.648 0.786 0.145 0.066
H 0.189 0.266 2.838 0.071
H 0.052 0.352 -3.737 0.109
H 1.125 -2.369 -0.884 0.109
H 2.050 0.537 -0.734 0.068
H -0.519 1.907 1.527 0.125
H -2.487 -0.438 1.440 0.077